Molecular formula: C63H141O31P5
Method: DFT, ωB97M-V/def2-TZVPD

```
240
Properties=species:S:1:pos:R:3:forces:R:3:mulliken_charge:R:1
C 1.146347 3.382754 7.131456 0.603 0.173 0.174 -1.345
C 0.559718 2.568046 6.012593 0.293 -0.245 0.223 1.080
O 0.334743 1.403432 6.192024 -0.426 -1.331 0.131 -0.484
C 0.438227 3.186954 4.666333 -0.075 0.730 -0.313 -0.506
H 2.186237 3.545942 6.848468 0.175 0.355 -0.209 0.265
H 1.234846 2.810823 8.055138 -0.487 -0.096 -0.095 0.322
H 0.692543 4.356799 7.314193 -0.080 -0.059 -0.156 0.455
H -0.129982 2.664528 3.896719 -0.301 -0.348 0.540 -0.123
H 1.446354 3.249071 4.256538 0.192 0.497 0.146 -0.045
H 0.005879 4.172489 4.839222 0.233 0.279 -0.506 0.486
C 0.532434 -3.385143 -3.244193 -0.282 -0.778 -0.825 0.143
C 1.242410 -4.363003 -4.185521 0.125 -0.378 -1.174 0.606
O 0.739954 -4.812758 -5.226091 0.985 1.126 2.328 -0.624
C 2.644009 -4.767822 -3.729084 0.740 -1.021 -0.719 -0.931
H 0.586878 -2.347184 -3.572467 0.183 0.004 -0.243 -0.048
H 0.924351 -3.455156 -2.229494 -0.210 -0.053 -0.034 -0.069
H -0.509685 -3.691650 -3.334324 -0.130 0.200 0.437 0.211
H 2.819132 -4.873762 -2.658467 -0.339 0.423 0.006 0.318
H 3.461906 -4.194359 -4.165288 -0.316 1.071 0.203 -0.005
H 2.981533 -5.705165 -4.171313 -0.765 -0.530 -0.033 0.415
C -2.548638 3.858189 -1.458642 -0.094 0.850 0.019 -1.382
C -3.397254 2.841676 -2.136064 -0.844 -2.475 0.291 0.576
O -4.380316 2.352475 -1.580540 0.956 1.026 -0.769 -0.463
C -2.854412 2.215735 -3.429013 0.053 0.459 0.509 0.150
H -1.898104 4.378095 -2.161923 -0.073 0.136 0.048 0.469
H -1.920939 3.388603 -0.701294 0.085 -0.277 -0.127 0.129
H -3.197275 4.544212 -0.913904 0.112 0.178 -0.085 0.525
H -3.041840 1.142464 -3.461552 -0.150 0.136 0.135 -0.235
H -1.780715 2.400977 -3.460133 0.033 -0.100 -0.173 -0.328
H -3.276540 2.657763 -4.331519 -0.110 0.131 0.072 0.649
C 3.088247 -0.459093 -4.197770 -0.686 0.169 -0.007 0.115
C 4.360049 -1.139325 -3.871524 1.228 0.295 1.967 0.575
O 4.659220 -1.369251 -2.694738 -0.668 0.078 -0.967 -0.499
C 5.384934 -1.502802 -4.900079 -0.192 -0.371 -0.113 -1.167
H 2.412367 -1.233225 -4.561108 -0.222 0.117 -0.314 0.320
H 3.151684 0.339673 -4.936724 0.297 -0.342 -0.297 0.220
H 2.634147 -0.026216 -3.306423 0.133 -0.215 0.148 -0.519
H 5.046166 -1.466332 -5.935460 0.092 0.103 0.135 0.305
H 5.741055 -2.494349 -4.620610 0.063 -0.065 -0.203 0.502
H 6.214279 -0.814377 -4.737773 -0.036 0.019 -0.261 -0.070
C -5.874457 1.922621 1.636586 0.736 0.850 0.831 0.065
C -4.997821 3.184913 1.911212 -1.319 0.581 0.688 0.247
O -5.516761 4.220460 2.312193 0.372 -0.867 -0.522 -0.659
C -3.489808 3.103903 1.806631 -0.391 -0.149 -0.254 0.677
H -6.811003 1.953066 2.193413 -0.016 0.578 -0.043 0.441
H -5.346930 1.084334 2.091662 0.111 -0.260 -0.666 -0.245
H -6.108625 1.843948 0.574943 0.418 -0.327 -0.007 -0.022
H -3.165015 2.256015 2.409698 0.225 -0.020 -0.053 -0.250
H -3.053667 4.045967 2.138878 -0.092 -0.082 0.168 0.546
H -3.182496 2.937048 0.774245 -0.167 -0.361 0.204 -0.944
C -0.006526 -4.348998 1.568440 -0.567 -0.048 0.596 0.091
C -0.841294 -5.077573 2.653761 -1.994 -0.165 -1.185 0.702
O -2.068761 -5.223695 2.490697 2.984 0.308 0.779 -0.512
C -0.074903 -5.622938 3.859190 -0.537 0.033 -0.187 -1.385
H -0.661823 -3.804894 0.888268 -0.060 -0.141 0.187 -0.391
H 0.581992 -5.030459 0.954148 -0.006 -0.304 0.211 0.625
H 0.674084 -3.637765 2.036440 0.068 -0.040 0.024 -0.253
H 0.387005 -4.815579 4.427449 0.142 0.134 -0.178 0.264
H 0.708619 -6.293901 3.507044 0.127 0.077 -0.036 0.387
H -0.713084 -6.170783 4.552512 -0.179 0.033 -0.250 0.373
C -3.418400 -1.957095 2.644989 -0.047 -0.664 -0.364 0.437
C -4.727704 -2.082707 1.909591 -3.361 -2.427 0.771 0.149
O -5.633862 -2.875483 2.271284 2.414 1.711 -0.349 -0.725
C -4.988151 -1.291808 0.655178 0.841 0.322 0.397 2.331
H -3.436096 -1.094814 3.311511 0.142 0.279 -0.299 -0.128
H -2.644964 -1.906437 1.878620 0.109 0.462 0.350 -0.428
H -3.194359 -2.844223 3.237365 -0.423 -0.071 0.009 0.472
H -4.596211 -1.878770 -0.175461 0.039 0.062 -0.085 -1.030
H -4.401753 -0.377362 0.744789 -0.169 0.134 -0.506 -1.209
H -6.044779 -1.128104 0.443394 0.149 -0.106 0.382 0.387
C -4.198711 -6.660572 0.309254 0.411 -0.085 -0.017 -1.327
C -3.559284 -5.728553 -0.674879 1.599 1.021 -0.423 0.769
O -2.336851 -5.673625 -0.817533 -1.417 -0.195 0.093 -0.590
C -4.492629 -4.820276 -1.453247 0.130 -0.447 -0.514 -0.507
H -4.467570 -7.548876 -0.262340 -0.203 -0.176 0.053 0.404
H -5.091802 -6.243760 0.774822 0.060 0.017 -0.063 0.343
H -3.445319 -6.931848 1.048789 -0.190 0.009 0.035 0.285
H -5.310591 -5.431431 -1.834712 -0.565 0.221 0.556 0.603
H -4.103713 -4.380015 -2.371412 0.775 -0.021 0.213 0.087
H -4.816282 -3.995710 -0.818082 -0.501 -0.280 0.081 -0.073
C 3.058160 -1.528005 0.561848 -0.060 0.380 0.069 0.742
C 4.377462 -2.173930 0.854061 0.352 1.047 -0.218 0.455
O 5.210186 -1.669246 1.571488 0.060 0.130 0.557 -0.618
C 4.718932 -3.406533 0.083203 -0.621 0.046 0.354 -0.880
H 2.292035 -1.982567 1.189969 -0.315 -0.537 -0.658 -0.605
H 2.943943 -1.604532 -0.519449 -0.721 -0.272 0.018 0.098
H 2.960877 -0.473172 0.818675 0.640 0.097 0.104 0.276
H 5.135244 -3.049973 -0.858952 0.442 -0.155 0.028 0.097
H 3.813436 -3.947685 -0.191235 0.076 -0.320 0.183 0.149
H 5.393064 -3.948568 0.746409 0.132 -0.348 -0.652 0.393
C -2.831061 1.757510 6.044374 -0.104 -0.601 -0.727 -0.713
C -4.239505 1.217174 5.751952 -0.575 0.322 0.048 0.641
O -4.605099 0.827005 4.659092 0.756 0.237 0.482 -0.441
C -5.220926 1.245249 6.919087 0.471 0.006 -0.548 -1.364
H -2.788268 2.707982 6.576229 -0.396 0.048 -0.060 0.492
H -2.285207 1.824368 5.103277 -0.062 0.164 0.000 -0.129
H -2.262759 1.054653 6.653578 -0.159 -0.192 0.129 0.410
H -5.713875 2.217156 6.896918 0.204 0.246 0.217 0.319
H -4.636524 1.118436 7.830404 -0.471 -0.002 0.234 0.385
H -6.028307 0.526210 6.780428 0.321 -0.224 0.111 0.345
C 4.739734 3.826937 2.169385 -0.546 0.353 0.514 -1.127
C 4.585208 2.933441 3.389686 1.185 -1.505 -1.220 0.935
O 3.958615 3.186071 4.373081 -0.724 0.832 0.780 -0.524
C 5.223028 1.535560 3.244291 -0.056 0.725 -0.268 -0.752
H 5.743442 3.819419 1.744408 -0.069 -0.145 0.095 0.401
H 4.409063 4.847104 2.364358 0.114 -0.016 0.140 0.362
H 4.035413 3.410747 1.449093 0.090 -0.120 -0.322 0.078
H 4.439437 0.780794 3.310799 0.075 -0.036 0.110 -0.049
H 5.940164 1.400226 4.053920 -0.074 -0.101 0.016 0.389
H 5.740466 1.414016 2.292673 -0.035 -0.049 0.048 0.337
C 1.289410 4.195517 -4.712687 -0.416 -1.022 0.344 -1.365
C 1.178494 2.714346 -5.209281 1.495 1.220 0.021 1.462
O -0.171604 2.388475 -5.393546 -1.906 -0.307 -0.195 -0.250
P -0.501274 0.967399 -6.036855 -1.044 0.199 -1.575 0.615
O 0.078055 -0.189403 -5.346174 -0.029 0.439 -0.348 -0.255
O -2.127059 0.968179 -6.188695 1.816 1.189 0.436 -0.290
C -2.747018 -0.098195 -6.908594 0.299 -0.522 -0.244 -0.419
C -2.759603 -1.333222 -6.075946 -0.355 -1.503 0.573 -0.726
O 0.000537 1.179857 -7.564971 -0.222 -0.765 1.195 -0.322
C -0.364545 2.320431 -8.358545 2.197 0.292 -0.585 -0.170
C 0.901372 2.652934 -9.202345 -0.948 0.486 -0.266 -1.006
H 0.771380 4.244156 -3.754895 0.114 0.135 0.185 0.268
H 2.313197 4.547405 -4.585690 0.129 -0.414 0.040 0.188
H 0.801071 4.942537 -5.338456 -0.137 -0.417 -0.423 0.448
H 1.746639 2.594620 -6.131764 -0.107 0.054 -0.339 0.444
H 1.590952 1.955954 -4.543835 0.246 0.429 0.396 -1.262
H -3.751920 0.213073 -7.193869 0.091 0.298 0.297 0.393
H -2.212649 -0.329897 -7.829932 0.153 0.365 -0.195 0.323
H -2.854296 -1.142990 -5.006863 -0.296 0.270 -0.047 0.024
H -3.585699 -1.971298 -6.389834 -0.199 -0.007 0.081 0.287
H -1.882460 -1.975733 -6.152718 0.271 0.358 -0.245 0.384
H -1.192184 2.053598 -9.015741 -0.165 0.204 0.322 0.409
H -0.493837 3.209371 -7.741157 -0.828 -0.238 0.136 0.181
H 1.281546 1.773113 -9.721473 0.177 0.105 0.228 0.334
H 0.648117 3.408229 -9.946318 -0.411 -0.174 -0.375 0.446
H 1.655106 3.216704 -8.652680 0.172 -0.721 0.486 -0.021
C -8.900385 0.349729 -0.679765 0.351 -0.066 -0.540 -1.176
C -7.749260 0.302395 -1.703299 1.167 1.280 1.343 0.440
O -7.697018 -0.673136 -2.706017 -1.547 -3.238 -0.750 -0.417
P -7.928958 -2.269897 -2.327431 0.665 0.616 -0.649 1.017
O -6.962895 -2.811539 -1.347967 -1.416 0.638 -0.352 -0.543
O -7.716197 -2.980145 -3.778543 -1.958 1.142 1.422 -0.418
C -6.486658 -2.830920 -4.439455 1.862 0.209 0.573 0.489
C -6.667136 -2.628132 -5.887043 -1.177 -0.076 -1.536 -1.548
O -9.521874 -2.387740 -1.984451 2.717 -0.477 0.181 -0.271
C -10.472917 -1.805959 -2.845839 -2.147 -0.575 -0.264 -0.002
C -11.887002 -2.313554 -2.379323 0.389 0.621 -0.325 -1.366
H -8.920409 -0.528164 -0.034008 -0.346 -0.271 -0.384 0.315
H -8.780911 1.164961 0.033830 0.434 0.291 -0.306 0.451
H -9.825192 0.565328 -1.214875 -0.247 -0.413 0.296 0.352
H -7.689832 1.230150 -2.272358 -0.112 0.168 0.246 0.355
H -6.790564 0.173018 -1.201039 -0.008 0.464 0.475 -0.376
H -5.942731 -1.937606 -4.132459 0.051 -0.133 0.867 0.061
H -5.891696 -3.713447 -4.204391 0.110 0.007 -0.052 0.140
H -5.888960 -3.054889 -6.519829 0.052 -0.081 0.219 0.365
H -7.622877 -3.084352 -6.144961 0.046 -0.209 -0.400 0.430
H -6.770869 -1.574458 -6.146111 0.048 0.072 0.066 0.271
H -10.474416 -0.720171 -2.750046 0.225 -0.044 -0.183 0.167
H -10.243087 -2.110731 -3.866808 -0.163 0.158 -0.104 0.264
H -12.712805 -2.017833 -3.026399 0.338 0.333 -0.502 0.407
H -12.004849 -3.395133 -2.312982 0.538 0.031 0.267 0.343
H -12.131995 -1.815225 -1.441368 0.188 -0.392 0.284 0.306
C 4.202083 4.792405 -7.630164 -0.741 0.130 0.980 -1.163
C 5.392997 4.384148 -6.787365 1.155 1.000 -1.705 -0.255
O 5.069095 3.728798 -5.610324 -0.470 -3.056 2.476 -0.259
P 5.801951 2.314765 -5.229081 -0.108 -0.739 -1.374 1.007
O 5.580018 1.226316 -6.255540 0.133 1.882 2.452 -0.751
O 7.338197 2.779807 -5.154943 -1.411 0.129 0.175 -0.248
C 8.370415 1.793831 -5.030111 0.801 0.667 0.414 0.066
C 9.491198 2.425380 -4.169150 0.308 -0.378 -0.227 -1.222
O 5.396920 1.939304 -3.675257 0.484 -0.171 -3.262 0.110
C 5.233212 2.911523 -2.669574 -0.264 0.552 1.571 -0.035
C 6.491935 3.756840 -2.425923 -0.465 -0.631 -0.628 -1.170
H 4.470032 5.510182 -8.405480 0.109 -0.053 0.113 0.460
H 3.695015 3.942297 -8.086570 0.345 -0.177 -0.068 0.151
H 3.459669 5.228847 -6.962015 -0.134 0.379 -0.112 0.254
H 6.008568 3.808017 -7.478191 0.424 -0.391 0.455 0.372
H 5.990316 5.202911 -6.386179 -0.025 0.568 -0.861 0.219
H 7.997980 0.847321 -4.638297 -0.106 0.115 0.233 0.034
H 8.699365 1.616488 -6.054043 0.340 -0.193 0.152 0.292
H 9.251736 2.864901 -3.200863 -0.856 -0.152 -0.167 0.258
H 10.237556 1.680303 -3.893660 0.132 -0.159 -0.419 0.409
H 9.983340 3.231407 -4.713423 0.029 -0.132 -0.194 0.298
H 4.294969 3.422272 -2.886247 0.225 0.613 0.017 -0.013
H 5.044915 2.342131 -1.759390 -0.071 -0.203 -0.027 0.340
H 6.496668 4.349902 -1.511406 -0.478 0.099 -0.167 0.477
H 7.286392 3.020617 -2.303780 0.193 0.171 -0.154 0.185
H 6.666479 4.353010 -3.321593 0.350 0.240 0.330 0.248
C 7.026641 -1.712964 11.816691 -0.264 0.682 -1.063 -1.139
C 6.699731 -0.868181 10.564901 1.857 1.022 1.161 -0.327
O 5.379766 -0.420033 10.728459 -1.763 1.158 -0.950 -0.116
P 4.827752 1.010405 10.107825 0.730 -0.873 0.266 0.645
O 5.488962 2.240946 10.625245 -0.945 -1.767 -0.965 -0.744
O 4.975554 0.759376 8.516550 0.220 2.502 3.179 -0.187
C 4.650175 -0.373680 7.829961 -0.971 -0.430 -3.562 -0.183
C 4.100876 0.095979 6.433797 -0.192 -0.494 0.077 -0.769
O 3.244058 0.848677 10.435739 1.460 0.842 -1.657 -0.103
C 2.856668 1.023561 11.763759 0.211 -1.747 2.930 -0.402
C 2.847205 -0.380997 12.440150 -1.054 -0.417 0.132 -0.957
H 6.204134 -2.425502 11.878875 0.388 -0.393 0.310 0.281
H 8.019614 -2.152917 11.724140 -0.212 -0.336 -0.005 0.400
H 7.027783 -1.074013 12.699777 -0.143 -0.016 -0.052 0.255
H 7.325467 0.023971 10.540029 0.358 0.136 0.273 0.385
H 6.977032 -1.336302 9.620405 -0.906 -0.576 -0.133 0.260
H 5.549448 -0.914651 7.535396 0.190 -0.271 0.589 0.203
H 3.926735 -1.045594 8.291752 0.072 0.193 0.349 0.335
H 4.746734 0.730586 5.826982 0.746 -0.312 0.502 0.108
H 3.929726 -0.823558 5.874088 -0.161 0.018 -0.268 0.440
H 3.197254 0.704344 6.395596 -0.412 -0.351 0.770 0.043
H 3.466013 1.699005 12.364236 0.692 0.078 -0.541 0.324
H 1.865743 1.440785 11.942906 -0.253 -0.055 -1.099 0.336
H 2.001505 -0.947898 12.050903 -0.458 0.219 -0.025 0.307
H 3.624541 -1.128681 12.282641 0.749 0.935 -0.216 0.183
H 2.690628 -0.323458 13.517316 -0.018 0.265 0.058 0.370
C -2.708379 -1.311205 -1.955868 -0.926 1.187 -0.023 -0.381
C -1.929056 -2.217161 -1.022149 -2.661 -1.087 -1.749 -0.172
O -0.769797 -1.644643 -0.581598 2.091 2.291 1.926 0.576
P -0.785412 -0.431754 0.516857 -0.826 -0.499 -0.447 -0.543
O -2.112544 0.230375 0.759324 2.456 -0.697 -0.601 -0.275
O -0.183188 -1.195704 1.811980 -0.372 0.145 -2.011 0.751
C 0.121057 -0.407128 2.932461 1.671 1.151 1.674 -0.438
C 1.300888 -1.076124 3.739507 -1.384 0.094 -0.744 -0.696
O 0.434534 0.504476 -0.035030 -1.081 -1.230 0.328 0.179
C 0.387820 0.948087 -1.409930 -0.026 1.927 -0.096 1.713
C 1.551657 1.931842 -1.570347 0.683 -0.521 -0.205 -0.827
H -3.262793 -0.508795 -1.469194 0.400 0.229 0.475 -0.355
H -2.056913 -0.826465 -2.682999 0.264 -0.213 -0.121 -0.198
H -3.533116 -1.771087 -2.500313 0.287 -0.759 -0.112 0.653
H -2.544810 -2.580132 -0.199227 -0.019 -0.040 0.046 -0.334
H -1.701158 -3.068348 -1.663733 0.504 -0.292 0.610 0.065
H 0.425070 0.575925 2.572896 0.167 0.227 0.152 0.243
H -0.751742 -0.238779 3.563318 -0.102 -0.318 0.021 0.060
H 0.904096 -2.071795 3.937742 0.463 -0.294 0.102 -0.025
H 2.217395 -1.116924 3.150911 -0.147 -0.125 -0.061 0.059
H 1.545188 -0.622874 4.700235 -0.420 0.341 -0.139 0.260
H 0.381944 0.158986 -2.161849 0.313 -0.363 0.377 -0.244
H -0.514923 1.534694 -1.580381 -0.419 -0.227 0.198 -0.654
H 2.472861 1.366588 -1.428990 0.227 0.114 0.273 0.334
H 1.668842 2.388968 -2.552899 -0.502 -0.334 -0.208 -0.752
H 1.541457 2.788543 -0.896500 -0.296 -0.311 0.396 0.714
```
Positions in Å, forces in eV/Å.

Output
LUMO level	0.15	eV
energy relative to the best compared isomer or geometry (same formula, charge and spin)	0.0	kcal per mole
largest force on an atom	4.22	eV/Å
HOMO	-0.308	Ha
total energy	-177544.71593	eV